Arrangement a

This record from the OMol25 dataset describes a 2-piece molecular cluster, C12H17N2 overall. The level of theory is ωB97M-V/def2-TZVPD.

HOMO: -11.8 eV
charge: +1
HOMO-LUMO gap: 8.024 eV

Element x y z (Å)
C: 3.80021 -1.15506 -0.03369
C: 3.35027 -0.51858 -1.18003
C: 2.89692 -1.82372 0.78005
C: 2.00951 -0.53754 -1.50975
C: 1.55062 -1.83309 0.47048
C: 1.09030 -1.18625 -0.67977
C: -2.24723 -0.87839 -2.17944
C: -0.83783 -1.18805 -2.01671
C: -3.11049 -0.79165 -1.17057
C: -0.41055 1.30269 1.18362
C: -1.03974 2.01384 0.06588
C: -1.25396 0.62413 2.17701
N: -0.27007 -1.06995 -0.88694
N: 0.87724 1.23478 1.28003
H: 4.84839 -1.13349 0.21907
H: 4.04853 -0.01182 -1.82656
H: 3.24539 -2.34125 1.66116
H: 1.64752 -0.03848 -2.39770
H: 0.84919 -2.37578 1.08604
H: -2.57316 -0.72514 -3.19844
H: -0.30804 -1.51247 -2.91785
H: -2.80238 -1.00940 -0.16057
H: -4.14877 -0.55510 -1.32459
H: -1.63336 1.30740 -0.52045
H: -0.31276 2.49184 -0.58499
H: -1.73999 2.76198 0.43789
H: -0.70937 0.35500 3.07724
H: -1.62958 -0.29362 1.71846
H: -2.12562 1.22132 2.43694
H: 1.31950 0.70177 2.02161
H: 1.49424 1.64653 0.58794


Arrangement b

This record from the OMol25 dataset describes a 2-piece molecular cluster, C12H17N2 overall. The level of theory is ωB97M-V/def2-TZVPD.

HOMO: -11.6 eV
charge: +1
HOMO-LUMO gap: 7.994 eV

Element x y z (Å)
C: -3.74789 0.22460 0.23791
C: -3.26975 0.94979 -0.88520
C: -2.85197 -0.22025 1.21246
C: -1.97554 1.36437 -0.79382
C: -1.48984 -0.03353 1.03225
C: -0.97012 0.82873 0.08795
C: 2.00970 2.82911 -0.31507
C: 0.59473 2.33764 -0.12905
C: 3.27769 2.32081 -0.38113
C: 1.01650 -2.10087 -0.09155
C: 2.05035 -1.04984 0.03739
C: 0.62698 -3.07252 0.97412
N: 0.32495 1.06376 -0.03633
N: 0.50932 -2.29988 -1.25994
H: -4.77181 0.02438 0.35184
H: -3.95448 1.41238 -1.54654
H: -3.22391 -0.98323 1.87328
H: -1.55851 2.05237 -1.53494
H: -0.86209 -0.50937 1.77696
H: 1.91919 3.96909 -0.54404
H: -0.30244 2.98660 0.04174
H: 3.68223 1.46453 -0.07870
H: 4.06707 3.01928 -0.76500
H: 2.76443 -0.81479 -0.80573
H: 2.44675 -1.19389 1.02323
H: 1.42434 -0.03820 0.24796
H: 1.43558 -3.84161 0.95919
H: -0.35546 -3.56889 0.92377
H: 0.64940 -2.44556 1.93387
H: -0.43961 -2.75623 -1.44052
H: 0.97420 -1.91880 -2.10635


Least stable structure: arrangement b


Arrangement a

This record from the OMol25 dataset describes C35H38N3Ti as an isolated structure. The level of theory is ωB97M-V/def2-TZVPD.

HOMO (spin up / spin down): -1.9 / -3.4 eV
charge: -1
<S²>: 2.038
HOMO-LUMO gap (spin up / spin down): 4.658 / 6.200 eV
multiplicity: 3

Element x y z (Å)
Ti: 0.09923 -0.23781 0.55697
C: -0.84374 2.75440 3.67660
C: -2.09114 2.24398 4.13015
C: -2.68916 1.22639 3.44879
C: -2.06019 0.67240 2.30288
N: -0.80131 1.11568 1.93618
C: -0.26044 2.15658 2.58976
C: -2.66804 -0.30858 1.45630
C: -3.87060 -0.97979 1.76690
C: -4.35779 -1.88794 0.82733
C: -3.69797 -2.12615 -0.36147
C: -2.47776 -1.44215 -0.61172
N: -1.98508 -0.58150 0.31076
C: -1.67198 -1.52126 -1.76855
C: -2.02383 -2.25830 -2.93114
C: -1.30619 -2.08861 -4.07792
C: -0.22913 -1.17675 -4.09084
C: 0.10775 -0.56150 -2.90127
N: -0.52002 -0.74839 -1.74369
H: -0.34887 3.58617 4.15747
H: -2.57831 2.67496 4.99681
H: -3.65274 0.84908 3.76176
H: 0.69354 2.48042 2.18896
H: -4.39583 -0.79928 2.69143
H: -5.27523 -2.42784 1.03891
H: -4.07348 -2.84592 -1.07521
H: -2.87702 -2.92306 -2.91159
H: -1.58110 -2.63613 -4.97309
H: 0.34180 -0.96237 -4.98249
H: 0.94425 0.11609 -2.87286
C: 2.14729 -1.40967 1.14324
C: 1.32555 -2.33687 0.45606
C: 0.18564 -2.60113 1.26582
C: 0.27483 -1.80875 2.42842
C: 1.48604 -1.05856 2.34413
C: 2.05074 -0.16616 3.40805
C: -0.64102 -1.87095 3.61096
C: -0.84587 -3.64773 0.98038
C: 1.62865 -3.01456 -0.84660
C: 3.55278 -1.02723 0.79648
H: 2.65874 0.63258 2.97766
H: 2.69119 -0.72580 4.09904
H: 1.26655 0.30910 3.99821
H: -1.66950 -2.08231 3.31582
H: -0.65269 -0.92895 4.16187
H: -0.32437 -2.65521 4.30754
H: -0.53189 -4.61256 1.39449
H: -1.00019 -3.77945 -0.09114
H: -1.81322 -3.39344 1.41463
H: 0.79481 -2.95191 -1.54694
H: 1.85051 -4.07615 -0.69341
H: 2.48940 -2.56254 -1.33937
H: 3.70764 0.05093 0.83456
H: 3.82224 -1.35361 -0.20707
H: 4.25577 -1.48756 1.49971
C: 2.64500 3.18101 -0.56959
C: 1.93862 1.97154 -1.21831
C: 3.04031 1.16528 -1.94343
C: 1.31569 1.10994 -0.13865
C: 0.90963 2.54856 -2.19997
C: -0.45391 2.50104 -1.93313
C: -1.37822 3.05022 -2.81024
C: -0.96125 3.66989 -3.97629
C: 0.39672 3.74446 -4.24998
C: 1.31407 3.19412 -3.37083
H: 3.40961 2.83400 0.12845
H: 1.93021 3.79566 -0.01993
H: 3.12283 3.81418 -1.32259
H: 3.86060 0.99327 -1.24576
H: 3.45186 1.69241 -2.80818
H: 2.69392 0.18739 -2.26397
H: 2.00125 1.17748 0.73001
H: -0.79079 2.00579 -1.03088
H: -2.43302 2.97587 -2.57727
H: -1.68528 4.08966 -4.66386
H: 0.74406 4.22847 -5.15555
H: 2.36886 3.26542 -3.60872


Arrangement b

This record from the OMol25 dataset describes C35H38N3Ti as an isolated structure. The level of theory is ωB97M-V/def2-TZVPD.

HOMO (spin up / spin down): -1.8 / -3.6 eV
charge: -1
<S²>: 2.037
HOMO-LUMO gap (spin up / spin down): 4.573 / 6.359 eV
multiplicity: 3

Element x y z (Å)
Ti: -0.60018 -0.12985 -0.18455
C: -2.63332 -0.49415 3.75005
C: -2.54365 0.83191 4.24740
C: -1.80342 1.75108 3.56725
C: -1.14368 1.38804 2.36268
N: -1.30433 0.11395 1.84906
C: -1.99598 -0.78062 2.56714
C: -0.27521 2.23196 1.63839
C: 0.04153 3.57738 1.97389
C: 1.00135 4.23248 1.21824
C: 1.65000 3.60584 0.17014
C: 1.28330 2.27750 -0.15509
N: 0.30119 1.64575 0.55095
C: 1.83653 1.47714 -1.17951
C: 2.92099 1.84952 -2.00725
C: 3.44747 0.95209 -2.89160
C: 2.89794 -0.34899 -2.96293
C: 1.82743 -0.63946 -2.15247
N: 1.26061 0.22140 -1.29680
H: -3.17657 -1.26806 4.27349
H: -3.04332 1.10794 5.16839
H: -1.70401 2.75948 3.94587
H: -2.02470 -1.77273 2.13151
H: -0.43196 4.06874 2.81071
H: 1.25881 5.25763 1.46361
H: 2.40880 4.11537 -0.40672
H: 3.34288 2.84210 -1.91857
H: 4.28628 1.23394 -3.51735
H: 3.29838 -1.10801 -3.62021
H: 1.36476 -1.61848 -2.17825
C: -2.13046 -0.75868 -1.96724
C: -1.48885 0.41722 -2.43555
C: -1.88698 1.49766 -1.61078
C: -2.76626 0.99710 -0.62761
C: -2.91179 -0.40177 -0.83913
C: -3.87072 -1.30549 -0.12449
C: -3.52536 1.81382 0.37242
C: -1.46575 2.92537 -1.77901
C: -0.64335 0.53026 -3.66537
C: -2.09626 -2.10816 -2.61503
H: -3.47452 -2.31959 -0.03363
H: -4.82300 -1.37320 -0.66240
H: -4.08735 -0.94668 0.88200
H: -2.97384 2.71080 0.65788
H: -3.72427 1.25245 1.28709
H: -4.48969 2.13082 -0.03925
H: -2.16783 3.47464 -2.41529
H: -0.47811 2.99366 -2.23686
H: -1.40883 3.44336 -0.81958
H: 0.16608 1.25032 -3.53572
H: -1.24476 0.85168 -4.52248
H: -0.18260 -0.42205 -3.92517
H: -2.15279 -2.90961 -1.87759
H: -1.17213 -2.25351 -3.17587
H: -2.93479 -2.23917 -3.30857
C: 0.58993 -3.42677 1.96064
C: 1.02935 -2.80974 0.61296
C: 1.31309 -3.97717 -0.33909
C: -0.09456 -1.92697 0.09313
C: 2.26894 -1.95346 0.87015
C: 2.12746 -0.81531 1.67158
C: 3.18601 0.04568 1.89134
C: 4.43143 -0.22186 1.32712
C: 4.59333 -1.35674 0.55508
C: 3.51899 -2.21691 0.33054
H: -0.30055 -4.04414 1.81249
H: 0.34212 -2.64634 2.68063
H: 1.38391 -4.05091 2.38502
H: 0.38136 -4.52259 -0.50516
H: 2.04552 -4.67099 0.08701
H: 1.67662 -3.64751 -1.31305
H: -0.96661 -2.55361 -0.17172
H: 1.15460 -0.58322 2.09032
H: 3.03141 0.94061 2.48278
H: 5.25882 0.46029 1.48086
H: 5.55368 -1.57165 0.10071
H: 3.66144 -3.08279 -0.30357


Least stable structure: arrangement a


Arrangement a

This record from the OMol25 dataset describes a 2-piece molecular cluster, H3PSSi overall. The level of theory is ωB97M-V/def2-TZVPD.

HOMO (spin up / spin down): -7.2 / -7.6 eV
charge: 0
HOMO-LUMO gap (spin up / spin down): 5.934 / 6.046 eV

Element x y z (Å)
Si: 0.38807 -0.04709 0.71178
P: -5.96674 -0.46864 0.32046
S: -4.92121 0.48118 -0.98049
H: 0.17506 -0.36586 -0.67558
H: 0.97992 -0.90460 1.73746
H: 0.03348 1.30317 0.74755


Arrangement b

This record from the OMol25 dataset describes H3PSSi in the gas phase. The level of theory is ωB97M-V/def2-TZVPD.

HOMO (spin up / spin down): -9.1 / -9.1 eV
charge: 0
HOMO-LUMO gap (spin up / spin down): 6.070 / 6.029 eV
structure (SMILES): [SiH3]P=S

Element x y z (Å)
Si: -0.65721 -0.05521 0.00532
P: 1.05609 -1.01201 1.12111
S: 2.68185 0.31829 -0.27743
H: -0.63224 0.01276 -1.54976
H: -1.94753 -0.48266 0.05649
H: -0.50096 1.21883 0.64428


Least stable structure: arrangement b


Arrangement a

This record from the OMol25 dataset describes C5H13NS in the gas phase. The level of theory is ωB97M-V/def2-TZVPD.

HOMO: -8.1 eV
charge: 0
HOMO-LUMO gap: 9.115 eV
structure (SMILES): CSCC[C@@H](C)N

Element x y z (Å)
C: -3.04046 0.38348 -0.56873
S: -1.80069 -0.71405 -1.29033
C: -0.89689 -1.16139 0.23973
C: -0.04370 0.00118 0.70700
C: 1.16983 0.34554 -0.15871
C: 2.40713 0.62063 0.69624
N: 1.41994 -0.65246 -1.23697
H: -4.03310 -0.01147 -0.76530
H: -2.93791 0.52120 0.50797
H: -2.96686 1.39042 -0.98174
H: -0.29134 -2.04213 0.06233
H: -1.63606 -1.44522 0.98955
H: -0.68545 0.88412 0.80567
H: 0.27402 -0.11600 1.75483
H: 0.96438 1.27220 -0.69310
H: 2.17556 1.48408 1.33370
H: 2.61277 -0.20234 1.37813
H: 3.28019 0.91499 0.11298
H: 1.89531 -0.17580 -1.99817
H: 2.13332 -1.29701 -0.89507


Arrangement b

This record from the OMol25 dataset describes a 2-piece molecular cluster, C5H13NS overall. The level of theory is ωB97M-V/def2-TZVPD.

HOMO: -6.8 eV
charge: 0
HOMO-LUMO gap: 3.034 eV

Element x y z (Å)
C: -0.44210 -1.51171 -0.27016
C: -1.72251 -2.31707 0.14423
S: 2.42823 2.70054 -2.17728
C: 0.36545 -1.00469 0.81450
N: 0.38813 0.66875 0.97684
C: 1.29449 1.17705 -0.05158
C: -0.97765 1.17201 0.65456
H: 0.11965 -1.83486 -1.10185
H: -1.64175 -3.50942 0.22797
H: -1.96982 -1.95060 1.17613
H: -2.63572 -2.11173 -0.47747
H: 2.83979 3.20630 -3.31033
H: 1.42556 -1.08309 0.79793
H: 0.01637 -1.23908 1.91571
H: 1.05343 0.71315 -1.05082
H: 1.10224 2.22572 -0.17664
H: 2.34810 1.00577 0.20166
H: -1.20339 0.95698 -0.41980
H: -1.64621 0.51334 1.24560
H: -1.14227 2.22265 0.88079


Least stable structure: arrangement b


Arrangement a

This record from the OMol25 dataset describes C5H13NS in the gas phase. The level of theory is ωB97M-V/def2-TZVPD.

HOMO: -8.1 eV
charge: 0
HOMO-LUMO gap: 8.854 eV
structure (SMILES): C=[S@@H](=N)CC(C)C

Element x y z (Å)
C: 0.27592 -2.40903 0.52806
S: -1.06566 -1.60829 0.02043
N: -3.00301 -1.69618 0.45301
C: -0.69628 0.19527 0.16984
C: 0.38236 0.94032 -0.65682
C: 0.27019 2.42975 -0.20432
C: 1.77014 0.51148 -0.42493
H: 0.17990 -3.51349 0.58246
H: 0.72619 -1.70571 1.17691
H: -1.18736 -1.62821 -1.32961
H: -2.83829 -2.36526 1.22945
H: -1.67393 0.50223 0.00691
H: -0.45481 0.11123 1.20272
H: 0.19630 0.90060 -1.80664
H: 1.05085 3.02397 -0.73469
H: 0.63769 2.58252 0.93273
H: -0.76871 2.77129 -0.27256
H: 1.90374 0.52047 0.70082
H: 1.78239 -0.63231 -0.61526
H: 2.51237 1.06935 -0.95850


Arrangement b

This record from the OMol25 dataset describes C5H13NS in the gas phase. The level of theory is ωB97M-V/def2-TZVPD.

HOMO: -8.6 eV
charge: 0
HOMO-LUMO gap: 9.568 eV
structure (SMILES): CN[C@H](C)CCS

Element x y z (Å)
C: -2.09754 -0.57797 0.14973
N: -1.12396 0.36922 -0.46285
C: 0.02570 0.63044 0.45344
C: 0.11959 2.20541 0.70264
C: 1.31620 0.08317 -0.04985
C: 1.40993 -1.45357 -0.21203
S: 0.88780 -2.32841 -1.76739
H: -2.90989 0.02032 0.52951
H: -1.66958 -1.28717 0.86321
H: -2.53376 -1.21406 -0.62800
H: -0.77549 0.03436 -1.34177
H: -0.26921 0.33844 1.45999
H: -0.31538 2.30400 1.70274
H: -0.37493 2.87199 0.01335
H: 1.18483 2.35455 0.90877
H: 2.08006 0.37175 0.66985
H: 1.48848 0.36415 -1.10291
H: 0.80915 -2.07610 0.46837
H: 2.43093 -1.73133 0.07637
H: 0.31707 -1.27919 -2.43316


Arrangement c

This record from the OMol25 dataset describes C5H13NS in the gas phase. The level of theory is ωB97M-V/def2-TZVPD.

HOMO: -8.4 eV
charge: 0
HOMO-LUMO gap: 9.425 eV
structure (SMILES): CSCC[C@H](C)N

Element x y z (Å)
C: 1.96162 2.79258 0.80458
S: 1.71922 1.03199 0.37204
C: 0.10237 1.19502 -0.47160
C: -0.34135 -0.16547 -1.01812
C: -0.45322 -1.23796 0.05245
C: -0.77360 -2.60880 -0.58006
N: -1.50428 -0.81687 1.01862
H: 2.44712 2.79412 1.78117
H: 1.02197 3.28503 0.95445
H: 2.58904 3.25559 0.05849
H: -0.61712 1.56060 0.25790
H: 0.23430 1.89708 -1.29085
H: 0.40062 -0.47850 -1.75964
H: -1.31778 -0.04118 -1.49278
H: 0.46667 -1.41550 0.61383
H: -0.33608 -2.63380 -1.58216
H: -1.84368 -2.69437 -0.76075
H: -0.45370 -3.45581 0.00913
H: -1.08679 -0.73033 1.93723
H: -2.21536 -1.53342 1.09606


Arrangement d

This record from the OMol25 dataset describes C5H13NS in the gas phase. The level of theory is ωB97M-V/def2-TZVPD.

HOMO: -8.4 eV
charge: 0
HOMO-LUMO gap: 9.491 eV
structure (SMILES): CSCC[C@@H](C)N

Element x y z (Å)
C: 0.16137 2.90138 2.10702
S: -0.63605 1.35835 1.59014
C: 0.19113 1.20338 -0.03228
C: -0.42775 0.06423 -0.85118
C: 0.06689 -1.33043 -0.43402
C: -0.93639 -2.43621 -0.57206
N: 1.35291 -1.61909 -1.10359
H: -0.41515 3.73314 1.71613
H: 0.18349 2.93836 3.19696
H: 1.21103 2.89805 1.81977
H: 1.22311 0.90512 0.17206
H: 0.14350 2.15504 -0.55318
H: -1.51736 0.13097 -0.79398
H: -0.08590 0.25345 -1.87787
H: 0.29633 -1.14118 0.62140
H: -1.90500 -2.20342 -0.12242
H: -1.22115 -2.58805 -1.62191
H: -0.60683 -3.37870 -0.14072
H: 1.46485 -1.21611 -2.02682
H: 1.45696 -2.62829 -1.09345


Least stable structure: arrangement a


Arrangement a

This record from the OMol25 dataset describes a 3-piece molecular cluster, C5H13NS overall. The level of theory is ωB97M-V/def2-TZVPD.

HOMO: -7.9 eV
charge: 0
HOMO-LUMO gap: 3.933 eV

Element x y z (Å)
C: -0.40129 -0.13385 -1.74564
N: -0.53872 1.25169 -1.50894
C: -0.04898 1.29471 1.95164
C: 0.63807 1.73753 0.88213
S: -0.03588 -2.83661 0.09032
C: -0.67799 -0.06311 2.07069
C: 1.07553 -0.60134 -1.71358
H: -0.87976 -0.69040 -0.88129
H: -0.89354 -0.45402 -2.66584
H: -0.94638 1.67917 -2.34320
H: 0.01599 1.77785 2.92926
H: 0.09121 1.59722 -0.18282
H: 1.54936 2.30703 1.03180
H: -0.56682 -3.74866 0.90374
H: -0.57887 -0.45828 3.07645
H: -1.74918 0.10727 1.86453
H: -0.36249 -0.81659 1.33359
H: 1.27104 -1.58306 -2.13373
H: 1.60933 0.17063 -2.27028
H: 1.42939 -0.53719 -0.68883


Arrangement b

This record from the OMol25 dataset describes a 2-piece molecular cluster, C5H13NS overall. The level of theory is ωB97M-V/def2-TZVPD.

HOMO: -8.1 eV
charge: 0
HOMO-LUMO gap: 9.037 eV
structure (SMILES): C=CNC.CSC

Element x y z (Å)
C: 0.56025 -1.50378 0.72827
C: -0.67181 -1.80363 0.31520
N: -1.00880 -2.28828 -0.94322
C: -2.19179 -1.75421 -1.59585
H: 1.41072 -1.69082 0.07989
H: 0.80514 -1.10004 1.69820
H: -1.56978 -1.66861 0.91002
H: -0.21550 -2.42833 -1.54439
H: -2.62554 -2.49199 -2.26734
H: -2.91613 -1.49724 -0.82673
H: -1.96684 -0.83667 -2.15093
C: 0.15028 2.57568 1.39076
S: 1.81968 1.95162 1.61326
C: 2.19692 1.62169 -0.12951
H: -0.55157 1.86211 0.95829
H: 0.15551 3.47169 0.76781
H: -0.21517 2.85822 2.37709
H: 3.24982 1.36371 -0.21231
H: 1.55018 0.81908 -0.47442
H: 2.03444 2.53980 -0.69408


Least stable structure: arrangement a